Record 1
15
Properties=species:S:1:pos:R:3:forces:R:3:mulliken_charge:R:1 method="wB97M-V/def2-TZVPD" total_charge=0 spin_multiplicity=1 e_lumo_ev=0.8579 max_force_ev_per_a=4.783
C 2.30467 -1.10605 0.01810 -3.32 0.98 -2.33 -0.855
H 1.80401 -1.73351 -0.80880 1.82 -0.12 1.67 0.316
C -0.00115 0.14843 0.06100 0.06 0.44 -1.17 0.604
N 1.38279 0.08778 -0.11656 -0.51 -0.80 0.53 -0.290
S -0.74968 -1.44518 -0.13256 -2.74 1.30 1.24 -0.128
O 0.04430 2.35164 -0.15684 3.26 -1.51 -0.09 -0.490
H 3.30267 -0.79073 -0.12773 0.92 0.62 -1.54 0.327
H 1.75640 0.91500 0.20953 1.18 2.12 0.53 0.243
H -2.56136 0.30275 0.91160 0.52 -3.67 -1.62 0.282
N -0.75006 1.24743 0.04844 1.20 -2.30 0.13 -0.377
H -2.43127 0.20518 -0.77565 -0.38 -2.37 1.11 0.246
H -0.46425 3.11124 -0.12250 -2.06 1.90 0.27 0.317
H 2.46404 -1.46475 0.99417 -1.17 -1.19 1.44 0.273
H -3.62092 -1.17911 -0.05538 3.93 0.71 0.39 0.282
C -2.48019 -0.65013 0.05319 -2.73 3.89 -0.57 -0.751

Record 2
16
Properties=species:S:1:pos:R:3:forces:R:3:mulliken_charge:R:1 method="wB97M-V/def2-TZVPD" total_charge=0 spin_multiplicity=1 smiles="NC(=O)[C@H](N)CSS" e_lumo_ev=0.3083 max_force_ev_per_a=3.473
H -4.69751 1.89662 0.45049 1.39 -0.97 0.13 0.156
C 0.53017 0.04736 0.44560 -0.53 -1.62 -0.97 0.476
S -2.18817 0.62550 1.20617 0.97 0.12 -0.15 -0.021
H -0.79139 1.47993 -0.59498 0.11 -0.14 -0.30 0.422
H 0.95640 -1.84727 1.35001 0.26 -0.07 0.71 0.197
H 0.65774 0.70562 1.36972 -0.05 -0.98 -1.06 0.262
C -0.86372 0.46103 -0.22210 -1.41 -0.09 -0.45 -0.940
H 2.27017 -1.54074 -1.05622 -0.49 -0.91 0.15 0.217
N 0.40771 -1.43240 0.63212 -1.09 1.19 -0.74 -0.636
C 1.82060 0.38248 -0.48063 -0.31 0.43 0.19 0.175
S -4.11432 0.60218 0.51342 -0.62 0.37 -0.45 -0.226
H 3.35083 -0.42900 -1.66951 1.22 0.91 -0.87 0.207
O 2.09399 1.56270 -0.54523 0.20 -0.21 -0.26 -0.590
H -0.59366 -1.67271 0.71443 1.06 -0.02 0.28 0.241
H -1.42743 -0.23267 -1.01905 1.97 1.27 1.72 0.399
N 2.58859 -0.60863 -1.09424 -2.69 0.71 2.08 -0.338

Record 3
14
Properties=species:S:1:pos:R:3:forces:R:3:mulliken_charge:R:1 method="wB97M-V/def2-TZVPD" total_charge=0 spin_multiplicity=1 smiles="CC(=S)N(C)N" e_lumo_ev=0.4750 max_force_ev_per_a=4.603
C -1.79231 0.12336 0.29052 0.06 -0.43 -0.53 -1.101
H -1.95625 0.42080 -0.74763 -0.12 -0.11 -0.01 0.360
H 1.55095 -1.49135 0.93447 0.56 0.16 -0.17 0.163
C -0.51957 -0.63601 0.42383 0.95 -3.26 3.11 0.506
H -2.56001 -0.56381 0.59302 -0.56 -0.06 0.13 0.308
N 0.55126 -0.31070 -0.22450 -0.36 1.38 0.69 0.296
H -0.09534 1.63336 -0.25716 1.24 -0.48 -1.60 0.293
S -0.15979 -2.16208 1.78280 -1.44 3.12 -2.64 -0.516
H -1.87567 1.03541 0.88573 0.34 -0.16 0.27 0.311
N 1.71536 -0.92350 0.07472 -0.17 -1.63 -0.28 -0.619
H 2.52111 -0.41474 -0.15986 0.90 0.64 0.01 0.219
H 0.32794 0.86948 -1.96835 0.49 0.61 1.40 0.241
H 1.65741 1.42125 -0.74733 -0.82 -0.43 -0.34 0.377
C 0.63491 0.99852 -0.88025 -1.06 0.65 -0.02 -0.838

Record 4
14
Properties=species:S:1:pos:R:3:forces:R:3:mulliken_charge:R:1 method="wB97M-V/def2-TZVPD" total_charge=0 spin_multiplicity=1 e_lumo_ev=0.5902 max_force_ev_per_a=4.652
H -1.05426 -2.37677 0.21400 -0.95 -0.39 -0.22 0.193
N -0.49726 -1.68720 0.67903 0.04 3.70 -2.60 -0.661
C -0.55779 1.15480 -1.74441 -0.12 4.19 -1.07 -0.747
H 0.51194 -0.07891 2.44422 1.62 -0.48 0.01 0.241
H -1.81089 2.05504 -1.78829 3.95 -2.43 -0.42 0.266
C 1.47819 -0.22445 1.86305 0.33 -1.39 3.16 -0.807
H 0.03169 0.91313 -2.91256 -1.96 1.24 3.64 0.212
S 1.02918 0.48785 0.33115 0.58 -0.52 -0.16 -0.177
H -2.01229 -0.31227 -1.37214 2.13 0.30 0.42 0.297
H 0.17679 1.72378 -0.83571 -2.27 -1.08 -3.49 0.277
H 2.37676 0.24529 2.40822 -1.57 0.10 -1.20 0.300
C -0.42603 -0.56303 -0.06881 2.53 -2.26 2.97 0.455
N -1.01827 -0.00788 -1.14116 -3.47 -2.40 -0.26 -0.135
H 1.77223 -1.32938 1.92341 -0.83 1.41 -0.76 0.287

no.,calculated total energy (a.u.),HOMO level (hartree),Kohn-Sham gap (eV)
1,-701.88021,-0.3016,9.066
2,-1100.21503,-0.3367,9.470
3,-626.69470,-0.2857,8.250
4,-626.63859,-0.3166,9.206